A gas-phase ion, C5H11NO (charge -1), computed with ωB97M-V/def2-TZVPD.

Its expectation value of S² is 0.753. For the frontier orbital gap (spin up / spin down), the calculation gives 3.163 / 6.536 eV. The total energy is -8897.7714 eV. Its HOMO energy (spin up / spin down) is 0.722 / -2.700 eV. The value obtained for the LUMO energy (spin up / spin down) is 3.9 / 3.8 eV. The calculation puts the relative energy (zero: lowest compared OMol25 entry of this formula, charge and spin) at 55.13 kcal per mole.

```
! wB97M-V def2-TZVPD RIJCOSX def2/J DEFGRID3
* xyz -1 2
C 1.276 -0.372 -0.368
C 1.937 0.707 -1.054
C 0.611 0.156 0.920
N -0.779 0.830 0.846
C -1.853 0.267 0.117
C -1.959 -1.213 -0.012
O -2.909 -1.876 -0.390
H 2.092 -1.199 -0.048
H 0.468 -0.672 -1.040
H 2.224 0.375 -2.058
H 2.839 1.060 -0.639
H 1.389 1.584 -1.291
H 1.421 0.801 1.432
H 0.402 -0.734 1.515
H -1.024 0.829 1.826
H -1.843 0.652 -0.934
H -2.912 0.595 0.447
H -1.380 -1.790 0.730
*
```

The computed natural (NBO) charges, all in e, follow: -0.4288 -0.6071 -0.2193 -0.6501 -0.3169 0.0247 -0.7736 0.1818 0.2302 0.1865 0.1795 0.2083 0.1629 0.1796 0.3388 0.1461 0.1385 0.0189